ORCA calculation (ωB97M-V/def2-TZVPD) on a gas-phase ion, C2H2ClO2 (charge +1) in a non-equilibrium geometry.

Structure (ORCA input):
```
! RIJCOSX wB97M-V def2-TZVPD def2/J DEFGRID3
* xyz 1 1
C -0.303 1.165 -0.002
C 0.201 -1.346 -0.056
O -0.790 -1.923 -0.203
O -0.093 0.240 -0.751
Cl 1.790 -1.372 0.408
H -0.444 2.135 -0.500
H -0.360 1.099 1.104
*
```

## Properties
LUMO level (eV): -5.8577
Frontier orbital gap (eV): 11.66
Calculated total energy (Ha): -687.7154
Energy relative to the best compared isomer or geometry (same formula, charge and spin) (kcal/mol): 7.78

ORCA calculation (ωB97M-V/def2-TZVPD) on a molecular structure, C2H2ClO2P in a non-equilibrium geometry.

Structure (ORCA input):
```
! RIJCOSX wB97M-V def2-TZVPD def2/J DEFGRID3
* xyz 0 3
C 1.083 1.188 0.387
C -1.761 -0.647 -0.615
O 0.297 2.005 0.078
O 2.735 -0.657 1.344
P 2.128 -0.223 0.099
Cl -0.501 -1.143 0.402
H -1.480 -0.564 -1.593
H -2.501 0.040 -0.102
*
```

## Properties
<S²>: 2.01
LUMO level (alpha / beta) (eV): -0.8574 / -1.5312
Frontier orbital gap (alpha / beta) (eV): 6.78 / 8.76
Calculated total energy (Ha): -1029.2881
Energy relative to the best compared isomer or geometry (same formula, charge and spin) (kcal/mol): 27.05

ORCA calculation (ωB97M-V/def2-TZVPD) on a gas-phase ion, C2H2ClO3P (charge -2) in a non-equilibrium geometry.

Structure (ORCA input):
```
! RIJCOSX wB97M-V def2-TZVPD def2/J DEFGRID3
* xyz -2 3
C -0.610 -0.079 -0.149
C -1.019 1.261 -0.224
O -2.091 3.462 0.818
O -0.842 1.754 2.251
O -3.152 1.140 1.165
P -1.899 2.030 1.208
Cl -0.852 2.067 -1.755
H -0.333 -0.773 -0.970
H -0.698 -0.345 0.930
*
```

## Properties
<S²>: 2.01
LUMO level (alpha / beta) (eV): 6.1367 / 6.0382
Frontier orbital gap (alpha / beta) (eV): 3.32 / 5.63
Calculated total energy (Ha): -1104.5831
Energy relative to the best compared isomer or geometry (same formula, charge and spin) (kcal/mol): 2.38

ORCA calculation (ωB97M-V/def2-TZVPD) on a single C2H2ClOP molecule in a non-equilibrium geometry.

Structure (ORCA input):
```
! RIJCOSX wB97M-V def2-TZVPD def2/J DEFGRID3
* xyz 0 1
H 1.671 -1.575 0.222
P 1.481 -0.667 -0.660
C 0.212 -0.013 0.134
Cl -0.339 -0.876 1.918
C -0.817 0.880 -0.385
O -1.949 0.931 -0.049
H -0.260 1.318 -1.179
*
```

## Properties
LUMO level (eV): -1.5520
Frontier orbital gap (eV): 8.89
Calculated total energy (Ha): -954.0877
Energy relative to the best compared isomer or geometry (same formula, charge and spin) (kcal/mol): 37.49
SMILES: [H]/P=C(\Cl)C=O

ORCA calculation (ωB97M-V/def2-TZVPD) on a molecular structure, C2H2CsFMgO2 in a non-equilibrium geometry.

Structure (ORCA input):
```
! RIJCOSX wB97M-V def2-TZVPD def2/J DEFGRID3
* xyz 2 1
H -0.777 1.484 -0.575
O -1.219 -1.135 0.478
C -1.195 0.033 0.097
C 0.053 0.519 -0.589
O 1.159 0.116 0.040
Cs 0.996 -3.081 1.738
Mg 2.937 0.678 -0.290
F -2.014 0.868 0.793
H 0.061 0.518 -1.693
*
```

## Properties
LUMO level (eV): -11.2828
Frontier orbital gap (eV): 5.15
Calculated total energy (Ha): -547.2956
Energy relative to the best compared isomer or geometry (same formula, charge and spin) (kcal/mol): 43.32

ORCA calculation (ωB97M-V/def2-TZVPD) on a molecular structure, C2H2F2HgNaO in a non-equilibrium geometry.

Structure (ORCA input):
```
! RIJCOSX wB97M-V def2-TZVPD def2/J DEFGRID3
* xyz 1 3
F -0.418 2.725 -0.747
O 0.325 0.039 0.407
Na 1.843 1.775 -0.089
Hg -1.498 1.405 -0.451
C 0.856 -1.699 0.322
C 0.034 -1.103 1.287
H -0.765 -1.590 1.853
F 0.622 -1.952 -0.943
H 0.827 -2.539 1.294
*
```

## Properties
<S²>: 2.06
LUMO level (alpha / beta) (eV): -5.5282 / -5.9547
Frontier orbital gap (alpha / beta) (eV): 6.28 / 8.57
Calculated total energy (Ha): -667.5137
Energy relative to the best compared isomer or geometry (same formula, charge and spin) (kcal/mol): 67.77

ORCA calculation (ωB97M-V/def2-TZVPD) on 3 unconnected molecules or ions with the total composition C2H2F2N2O2 in a non-equilibrium geometry.

Structure (ORCA input):
```
! RIJCOSX wB97M-V def2-TZVPD def2/J DEFGRID3
* xyz 0 1
C -2.991 -2.667 0.977
N -3.146 -1.508 0.956
O -3.566 -0.412 0.935
H -2.544 -3.443 1.483
N 2.903 0.816 -3.702
C 3.212 -0.064 -3.093
F 3.550 -0.990 -2.270
O 2.312 2.817 -2.580
F 1.047 2.325 -2.175
H 2.195 3.349 -3.312
*
```

## Properties
LUMO level (eV): 0.4906
Frontier orbital gap (eV): 10.69
Calculated total energy (Ha): -536.8095
Energy relative to the best compared isomer or geometry (same formula, charge and spin) (kcal/mol): 19.18
SMILES: C#[N+][O-].N#CF.OF

ORCA calculation (ωB97M-V/def2-TZVPD) on a single C2H2F2O3S molecule in a non-equilibrium geometry.

Structure (ORCA input):
```
! RIJCOSX wB97M-V def2-TZVPD def2/J DEFGRID3
* xyz 0 1
C -0.771 -0.553 -0.124
C -0.553 0.826 0.402
O -0.117 0.343 2.972
O -2.524 0.303 2.345
O -0.860 -1.198 1.061
F -2.043 -0.708 -0.760
F -1.036 1.777 -0.441
S -1.154 0.223 1.965
H 0.048 -0.958 -0.810
H 0.397 1.037 0.703
*
```

## Properties
LUMO level (eV): 0.3476
Frontier orbital gap (eV): 12.57
Calculated total energy (Ha): -900.9755
Energy relative to the best compared isomer or geometry (same formula, charge and spin) (kcal/mol): 4.48